*i*
A cluster of 9 separate species, C20H62N4O11 in total, computed with the ωB97M-V functional and the def2-TZVPD basis.

orbital gap = 9.2283 eV
SMILES string = COC[C@H](C)N.COC[C@H](C)N.COC[C@H](C)N.COC[C@H](C)N.OCCO.OCCO.O.O.O
charge = 0

CARTESIAN COORDINATES (ANGSTROEM)
C  3.964  -0.662  1.899
O  5.364  -0.683  2.289
C  6.310  -1.052  1.238
C  7.589  -1.674  1.694
C  8.600  -1.916  0.611
N  7.427  -3.028  2.271
H  3.819  -0.158  0.944
H  3.481  -0.108  2.704
H  3.659  -1.708  1.856
H  5.902  -1.441  0.305
H  6.512  -0.067  0.817
H  8.066  -1.064  2.461
H  8.604  -1.037  -0.033
H  8.397  -2.734  -0.080
H  9.650  -1.909  0.906
H  6.937  -3.542  1.553
H  6.719  -2.920  2.983
C  3.902  2.569  -4.277
O  5.185  2.003  -3.995
C  6.165  2.602  -4.788
C  7.549  2.210  -4.192
C  7.962  2.913  -2.886
N  8.700  2.139  -5.012
H  3.931  3.647  -4.119
H  3.074  2.117  -3.731
H  3.672  2.670  -5.338
H  6.017  2.136  -5.762
H  6.203  3.690  -4.851
H  7.545  1.147  -3.948
H  8.940  2.676  -2.467
H  7.236  2.675  -2.108
H  7.952  3.977  -3.125
H  8.901  3.102  -5.242
H  8.664  1.635  -5.887
C  -10.386  -0.993  2.104
O  -9.290  -1.008  1.244
C  -8.618  0.232  1.088
C  -7.543  0.255  -0.090
C  -6.371  -0.682  0.171
N  -7.056  1.566  -0.201
H  -11.242  -0.411  1.763
H  -10.062  -0.699  3.103
H  -10.852  -1.976  2.173
H  -9.423  0.936  0.878
H  -8.145  0.673  1.965
H  -8.041  -0.095  -0.995
H  -6.632  -1.637  -0.285
H  -6.005  -0.732  1.197
H  -5.611  -0.413  -0.563
H  -7.767  2.262  -0.029
H  -6.490  1.687  0.627
C  -1.180  -5.244  0.306
O  -0.770  -6.419  1.051
C  -0.134  -6.021  2.249
C  -0.062  -7.271  3.140
C  0.625  -6.876  4.406
N  0.752  -8.275  2.618
H  -1.888  -5.628  -0.428
H  -0.242  -4.968  -0.175
H  -1.674  -4.473  0.898
H  0.902  -5.725  2.085
H  -0.625  -5.248  2.840
H  -0.986  -7.807  3.360
H  0.898  -7.793  4.928
H  0.024  -6.305  5.114
H  1.558  -6.355  4.191
H  0.607  -9.165  3.073
H  0.233  -8.283  1.751
O  -2.777  3.370  5.722
C  -2.979  4.244  4.721
C  -2.968  3.464  3.390
O  -4.208  2.711  3.296
H  -3.479  2.741  5.903
H  -3.823  4.906  4.914
H  -2.210  4.983  4.496
H  -2.124  2.774  3.410
H  -2.835  4.176  2.575
H  -4.314  2.133  4.055
O  -5.284  4.689  -3.342
C  -4.181  5.622  -3.267
C  -2.825  4.961  -3.247
O  -2.833  3.817  -2.434
H  -5.264  4.150  -2.548
H  -4.239  6.353  -4.073
H  -4.427  6.223  -2.392
H  -2.070  5.687  -2.946
H  -2.593  4.666  -4.270
H  -3.400  3.210  -2.917
O  0.625  3.087  0.012
H  -0.080  3.704  -0.181
H  0.588  2.449  -0.700
O  -3.081  0.403  -4.674
H  -3.677  -0.286  -4.968
H  -2.602  0.659  -5.463
O  -0.964  -0.133  -1.137
H  -1.478  -0.025  -0.338
H  -1.601  -0.049  -1.846

=====

*ii*
A cluster of 11 separate species, C20H62N4O11 in total, computed with the ωB97M-V functional and the def2-TZVPD basis.

orbital gap = 9.5242 eV
SMILES string = NC(N)=O.NC(N)=O.CCO.CCO.CCO.CCO.CCO.CCO.CCO.CCO.CCO
charge = 0

CARTESIAN COORDINATES (ANGSTROEM)
N  -0.663  -0.165  -0.350
C  0.391  -0.051  0.517
N  0.737  -1.244  1.043
O  0.968  0.999  0.838
H  -0.748  0.608  -1.002
H  -0.820  -1.079  -0.741
H  1.395  -1.230  1.813
H  0.144  -2.046  0.901
N  1.754  1.255  -3.709
C  0.415  1.068  -3.776
N  -0.076  0.963  -5.066
O  -0.307  1.012  -2.778
H  2.160  1.428  -2.788
H  2.389  1.175  -4.476
H  -1.043  0.985  -5.313
H  0.670  1.014  -5.729
C  -1.952  -3.020  2.009
C  -1.935  -3.854  0.733
O  -0.814  -3.421  -0.073
H  -2.534  -3.529  2.780
H  -2.394  -2.035  1.872
H  -0.956  -2.903  2.430
H  -2.845  -3.708  0.144
H  -1.920  -4.940  0.867
H  -0.767  -4.077  -0.777
C  -3.733  3.073  -3.298
C  -3.944  2.033  -2.218
O  -2.758  1.863  -1.459
H  -4.646  3.241  -3.873
H  -2.929  2.718  -3.950
H  -3.372  4.015  -2.887
H  -4.256  1.066  -2.634
H  -4.751  2.314  -1.537
H  -2.080  1.516  -2.057
C  4.278  -0.095  1.943
C  3.931  -0.224  3.412
O  2.734  -0.997  3.545
H  5.223  0.440  1.835
H  3.566  0.470  1.347
H  4.357  -1.104  1.531
H  3.648  0.766  3.779
H  4.785  -0.691  3.906
H  2.347  -0.881  4.416
C  1.868  -5.210  1.481
C  3.076  -4.361  1.140
O  3.752  -4.889  0.015
H  1.368  -5.547  0.573
H  1.134  -4.821  2.189
H  2.244  -6.113  1.983
H  3.682  -4.215  2.036
H  2.662  -3.396  0.832
H  4.187  -5.706  0.285
C  3.393  3.952  -2.224
C  2.777  3.297  -1.016
O  2.982  1.871  -1.106
H  3.406  5.042  -2.214
H  2.988  3.656  -3.194
H  4.440  3.641  -2.327
H  1.702  3.486  -1.030
H  3.308  3.629  -0.125
H  2.546  1.502  -0.325
C  1.427  4.900  3.844
C  1.457  4.169  2.505
O  1.820  2.812  2.791
H  0.991  5.897  3.783
H  2.448  4.886  4.221
H  0.814  4.360  4.569
H  2.219  4.649  1.881
H  0.513  4.107  1.957
H  1.478  2.273  2.058
C  -4.188  -1.467  -0.380
C  -4.685  -0.387  -1.373
O  -4.612  -0.882  -2.699
H  -3.099  -1.474  -0.427
H  -4.667  -2.418  -0.596
H  -4.384  -1.130  0.643
H  -4.026  0.470  -1.199
H  -5.721  -0.141  -1.152
H  -3.684  -1.090  -2.883
C  -0.438  -1.921  -5.094
C  -1.007  -1.301  -3.814
O  -2.061  -2.120  -3.311
H  0.341  -1.305  -5.549
H  -1.218  -1.979  -5.854
H  -0.021  -2.922  -4.959
H  -1.391  -0.324  -4.104
H  -0.232  -1.137  -3.059
H  -1.631  -2.955  -3.104
C  -1.342  0.624  3.879
C  -1.109  1.303  5.203
O  -1.020  0.355  6.259
H  -2.201  -0.041  3.870
H  -0.449  0.044  3.615
H  -1.337  1.393  3.100
H  -1.983  1.957  5.347
H  -0.290  2.022  5.218
H  -1.876  0.226  6.670

=====

Energies in kcal/mol, measured from the most stable structure: *i* 142.5; *ii* 0.0.

=====

*i*
The molecule C2H3NO2, computed with the ωB97M-V functional and the def2-TZVPD basis.

orbital gap = 10.1479 eV
SMILES string = C=C[N+](=O)[O-]
charge = 0

CARTESIAN COORDINATES (ANGSTROEM)
C  1.247  0.377  -0.062
C  0.144  -0.414  -0.097
N  -1.278  -0.019  -0.050
O  -1.479  1.190  -0.014
O  -2.210  -0.876  -0.078
H  2.107  -0.189  0.158
H  1.418  1.439  -0.120
H  0.052  -1.508  0.263

=====

*ii*
A cluster of 2 separate species, C2H3NO2 in total, computed with the ωB97M-V functional and the def2-TZVPD basis.

orbital gap (alpha / beta) = 8.5365 / 7.8784 eV
charge = 0

CARTESIAN COORDINATES (ANGSTROEM)
C  -0.449  -0.017  -0.728
C  0.790  -0.147  0.117
N  -0.958  0.987  1.119
O  0.365  0.573  1.283
O  -1.359  0.551  -0.017
H  -1.117  -1.143  -1.822
H  1.081  -1.171  0.387
H  1.647  0.367  -0.339

=====

*iii*
The molecule C2H3NO2, computed with the ωB97M-V functional and the def2-TZVPD basis.

orbital gap = 10.6529 eV
SMILES string = O=CNC=O
charge = 0

CARTESIAN COORDINATES (ANGSTROEM)
O  1.085  0.458  -2.000
C  0.348  0.419  -1.052
N  0.441  -0.490  0.068
C  -0.579  -0.257  0.965
O  -1.411  0.610  0.779
H  -0.566  1.001  -0.743
H  1.132  -1.211  0.274
H  -0.625  -0.880  1.866

=====

Energies in kcal/mol, measured from the most stable structure: *i* 91.3; *ii* 179.3; *iii* 0.0.